Below is a molecular structure, C21H28AuN3O5PS3, with properties calculated with the ωB97M-V functional and the def2-TZVPD basis.

Results
* relative energy (zero: lowest compared OMol25 entry of this formula, charge and spin): 0.0 kJ/mol

The geometry in ORCA input format:
```
! RIJCOSX wB97M-V def2-TZVPD def2/J DEFGRID3
* xyz 0 4
Au -0.70 1.58 2.00
O -1.93 -1.99 3.77
C -1.74 -0.88 3.32
O -0.64 -0.43 2.83
C -2.91 0.10 3.34
C -4.14 -0.26 3.87
C -5.17 0.66 3.85
C -4.95 1.92 3.30
C -3.70 2.21 2.79
N -2.71 1.32 2.82
H -4.24 -1.26 4.27
H -6.14 0.40 4.26
H -5.74 2.66 3.27
H -3.48 3.17 2.34
C 0.45 3.19 -3.43
C 0.11 3.67 -2.04
O 0.89 2.89 -1.09
P 0.99 3.36 0.42
S -0.76 3.95 1.19
S 1.70 1.82 1.47
O 1.95 4.63 0.40
C 3.33 4.48 -0.02
C 4.24 4.68 1.17
H -0.12 3.77 -4.16
H 0.18 2.14 -3.56
H 1.51 3.31 -3.64
H -0.94 3.53 -1.80
H 0.36 4.73 -1.91
H 3.49 5.23 -0.79
H 3.47 3.49 -0.47
H 4.08 5.67 1.60
H 5.28 4.61 0.85
H 4.06 3.93 1.93
C 1.15 -4.32 0.69
C 1.89 -3.09 1.22
C 1.78 -1.89 0.29
N 0.39 -1.46 0.20
C 0.07 -0.38 -0.60
S -1.46 0.44 -0.31
N 0.56 -0.29 -1.91
C 0.79 -1.26 -2.86
O 1.52 -1.01 -3.80
C 0.15 -2.60 -2.71
C 0.83 -3.69 -3.23
C 0.29 -4.96 -3.17
C -0.97 -5.15 -2.60
C -1.67 -4.06 -2.09
C -1.11 -2.79 -2.14
H 1.25 -5.16 1.37
H 1.53 -4.61 -0.29
H 0.08 -4.11 0.57
H 2.95 -3.32 1.35
H 1.50 -2.82 2.20
H 2.13 -2.17 -0.71
H 2.42 -1.07 0.65
H -0.08 -1.43 1.10
H 0.99 0.59 -2.15
H 1.80 -3.52 -3.70
H 0.83 -5.81 -3.57
H -1.40 -6.14 -2.55
H -2.65 -4.20 -1.65
H -1.66 -1.95 -1.74
*
```

Below is 9 unconnected molecules or ions with the total composition C20H63N5O9 at a distorted geometry, with properties calculated with the ωB97M-V functional and the def2-TZVPD basis.

Results
* relative energy (zero: lowest compared OMol25 entry of this formula, charge and spin): 170.0 kJ/mol

The geometry in ORCA input format:
```
! RIJCOSX wB97M-V def2-TZVPD def2/J DEFGRID3
* xyz 1 2
C 2.60 0.20 1.60
C 1.08 0.12 1.70
C 0.33 -0.28 0.44
O 0.97 -1.44 -0.04
C 0.58 -1.78 -1.38
N 0.88 -0.88 2.81
H 3.09 0.44 2.55
H 2.91 1.02 0.95
H 3.06 -0.77 1.42
H 0.78 1.15 1.91
H 0.25 0.57 -0.24
H -0.76 -0.41 0.45
H 0.96 -1.04 -2.08
H -0.50 -1.90 -1.34
H 1.04 -2.71 -1.70
H 1.08 -1.79 2.42
H -0.11 -0.91 3.00
C 4.57 -1.88 -1.76
C 4.09 -1.62 -3.17
C 3.47 -0.23 -3.30
O 4.54 0.78 -3.15
C 4.10 2.14 -3.39
N 5.18 -1.85 -4.08
H 4.76 -2.95 -1.69
H 3.67 -1.68 -1.17
H 5.32 -1.19 -1.37
H 3.29 -2.32 -3.42
H 2.75 0.02 -2.53
H 2.93 -0.12 -4.24
H 3.33 2.41 -2.66
H 3.74 2.21 -4.42
H 4.91 2.88 -3.40
H 4.97 -1.57 -5.02
H 5.84 -1.12 -3.84
C -3.80 -1.36 -0.35
C -4.61 -0.16 -0.78
C -5.05 0.78 0.38
O -3.93 1.11 1.20
C -4.29 2.15 2.09
N -3.77 0.61 -1.75
H -4.40 -1.98 0.32
H -2.91 -0.91 0.09
H -3.58 -2.06 -1.16
H -5.47 -0.55 -1.31
H -5.79 0.30 1.03
H -5.56 1.61 -0.10
H -4.81 2.97 1.60
H -3.37 2.48 2.57
H -4.93 1.74 2.87
H -2.99 0.90 -1.19
H -3.41 -0.06 -2.42
C -3.85 4.79 -0.98
C -3.06 5.67 -1.93
C -1.53 5.45 -1.86
O -1.27 4.09 -1.53
C -0.06 3.60 -1.98
N -3.53 5.15 -3.19
H -4.92 4.92 -1.16
H -3.57 5.22 -0.01
H -3.64 3.72 -1.00
H -3.41 6.67 -1.68
H -1.15 6.05 -1.03
H -0.95 5.78 -2.72
H 0.01 2.53 -1.82
H 0.86 4.16 -1.80
H -0.13 3.53 -3.06
H -2.99 4.30 -3.12
H -2.96 5.53 -3.92
C 4.03 -3.80 2.04
C 2.73 -4.53 2.09
C 1.83 -4.29 3.30
O 0.63 -5.07 3.14
C -0.22 -4.76 4.16
N 2.13 -4.27 0.75
H 4.80 -4.23 2.67
H 3.84 -2.75 2.26
H 4.43 -3.80 1.03
H 2.97 -5.59 1.99
H 1.57 -3.23 3.32
H 2.44 -4.79 4.05
H -0.75 -5.70 4.30
H -0.93 -3.98 3.89
H 0.21 -4.52 5.13
H 1.63 -3.40 0.85
H 1.27 -4.79 0.71
O -1.36 1.08 4.93
H -1.47 0.59 4.12
H -1.06 1.95 4.66
O 1.62 1.95 4.32
H 1.58 1.69 5.24
H 1.73 1.13 3.85
O -2.34 -0.64 3.02
H -2.85 -0.09 2.43
H -2.73 -1.51 2.95
O -2.39 -1.42 -3.52
H -1.84 -1.08 -4.22
H -2.37 -2.37 -3.64
*
```

Below is a single C3H6N2O molecule at a distorted geometry, with properties calculated with the ωB97M-V functional and the def2-TZVPD basis.

Results
* SMILES string: NN1C[C@@H]1C=O
* relative energy (zero: lowest compared OMol25 entry of this formula, charge and spin): 420.9 kJ/mol

The geometry in ORCA input format:
```
! RIJCOSX wB97M-V def2-TZVPD def2/J DEFGRID3
* xyz 0 1
C 0.36 0.33 0.77
C 1.20 0.77 -0.30
C -1.21 0.49 0.61
N -0.55 -0.74 0.35
N -0.48 -1.55 -0.80
O 0.83 0.62 -1.45
H 0.82 0.33 1.69
H 2.04 1.35 0.09
H -1.63 0.49 1.54
H -1.37 1.08 -0.21
H -0.35 -1.04 -1.72
H 0.33 -2.13 -0.59
*
```

Below is a single C20H25FN4O5S2 molecule at a distorted geometry, with properties calculated with the ωB97M-V functional and the def2-TZVPD basis.

Results
* SMILES string: CC(=O)Nc1ccc(S(=O)(=O)NCCS(=O)(=O)N2CCN(c3ccccc3F)CC2)cc1
* relative energy (zero: lowest compared OMol25 entry of this formula, charge and spin): 0.0 kJ/mol

The geometry in ORCA input format:
```
! RIJCOSX wB97M-V def2-TZVPD def2/J DEFGRID3
* xyz 0 1
C 7.34 -3.97 -2.34
C 6.39 -4.05 -1.16
O 6.58 -4.73 -0.19
N 5.29 -3.25 -1.35
C 4.20 -3.05 -0.51
C 4.06 -3.70 0.72
C 2.95 -3.46 1.51
C 1.98 -2.58 1.07
C 2.10 -1.92 -0.14
C 3.20 -2.16 -0.93
H 3.31 -1.66 -1.88
H 1.32 -1.25 -0.45
S 0.58 -2.21 2.10
O -0.57 -1.94 1.26
O 0.41 -3.20 3.12
N 1.11 -0.80 2.84
H 1.10 -0.06 2.16
C 0.31 -0.42 3.99
C -1.13 -0.08 3.61
H -1.60 -0.91 3.09
H -1.72 0.22 4.47
S -1.17 1.34 2.47
O -0.11 1.22 1.49
O -1.17 2.53 3.26
N -2.68 1.15 1.79
C -2.72 0.34 0.59
H -2.03 -0.49 0.71
C -2.33 1.15 -0.65
N -3.18 2.33 -0.75
C -3.39 2.92 -1.99
C -3.20 4.29 -2.22
C -3.49 4.86 -3.45
C -3.95 4.08 -4.50
C -4.15 2.73 -4.30
C -3.88 2.17 -3.07
F -4.12 0.85 -2.91
H -4.52 2.09 -5.08
H -4.17 4.53 -5.46
H -3.33 5.91 -3.59
H -2.81 4.91 -1.44
C -3.06 3.17 0.43
H -3.73 4.03 0.33
C -3.47 2.36 1.66
H -3.32 2.95 2.56
H -4.52 2.06 1.57
H -2.02 3.52 0.57
H -2.44 0.53 -1.53
H -1.28 1.45 -0.55
H -3.74 -0.04 0.48
H 0.78 0.44 4.47
H 0.32 -1.28 4.67
H 2.82 -3.95 2.46
H 4.83 -4.38 1.05
H 5.25 -2.72 -2.21
H 6.85 -4.30 -3.25
H 8.19 -4.62 -2.14
H 7.70 -2.95 -2.47
*
```

Below is 2 unconnected molecules or ions with the total composition C6H12N2 at a distorted geometry, with properties calculated with the ωB97M-V functional and the def2-TZVPD basis.

Results
* SMILES string: Cc1c[nH]cn1.CC
* relative energy (zero: lowest compared OMol25 entry of this formula, charge and spin): 36.2 kJ/mol

The geometry in ORCA input format:
```
! RIJCOSX wB97M-V def2-TZVPD def2/J DEFGRID3
* xyz 0 1
C -0.46 2.00 -1.77
C -1.09 0.81 -2.49
H 0.60 1.82 -1.60
H -0.63 2.98 -2.20
H -0.75 2.02 -0.71
H -1.41 0.07 -1.75
H -0.38 0.34 -3.16
H -2.00 1.08 -3.02
C 1.72 -1.97 0.37
C 0.76 -1.14 1.14
C -0.55 -1.26 1.48
C 0.32 0.53 2.43
N 1.25 0.02 1.69
N -0.85 -0.18 2.30
H 2.66 -2.09 0.91
H 1.90 -1.56 -0.62
H -1.19 -2.04 1.12
H 0.43 1.40 3.06
H -1.72 0.18 2.59
H 1.41 -3.01 0.24
*
```

Below is a molecular structure, C15H35N4O6PRu at a distorted geometry, with properties calculated with the ωB97M-V functional and the def2-TZVPD basis.

Results
* relative energy (zero: lowest compared OMol25 entry of this formula, charge and spin): 0.0 kJ/mol

The geometry in ORCA input format:
```
! RIJCOSX wB97M-V def2-TZVPD def2/J DEFGRID3
* xyz 1 6
O 3.44 -0.61 -3.17
H 3.27 -1.47 -2.74
Ru -0.04 0.02 0.06
N 1.21 1.35 -0.72
N 1.58 -0.32 1.18
N -1.71 0.28 -1.04
N -1.37 -1.03 1.10
O 0.86 2.33 -1.47
O -1.86 0.98 -2.23
O -1.06 -1.81 2.19
O 1.58 -1.06 2.23
C 2.74 0.25 0.69
C 2.54 1.18 -0.36
C -2.83 -0.18 -0.48
C -2.65 -0.94 0.71
C 3.56 1.98 -1.07
H 3.52 1.77 -2.14
H 4.55 1.72 -0.72
H 3.41 3.05 -0.92
C 4.03 -0.15 1.29
H 4.19 -1.23 1.16
H 4.08 0.06 2.36
H 4.84 0.37 0.80
C -4.15 0.13 -1.06
C -3.75 -1.59 1.44
H -4.04 0.48 -2.09
H -4.67 0.91 -0.48
H -4.78 -0.77 -1.03
H -3.42 -1.86 2.45
H -4.07 -2.50 0.92
H -4.62 -0.92 1.51
H -0.99 1.37 -2.47
H -0.08 -1.63 2.35
C 0.40 -1.77 -0.86
H 1.09 -1.56 -1.70
H -0.54 -2.18 -1.22
H 0.81 -2.55 -0.22
O 0.69 0.79 -4.46
H 1.62 0.52 -4.55
H 0.29 0.06 -3.97
C -1.53 1.01 4.27
C -1.88 1.92 3.09
P -0.79 1.80 1.62
C -1.73 2.98 0.55
C -2.07 4.37 1.08
C 0.77 2.45 2.38
C 0.75 3.68 3.28
H -1.59 -0.05 3.99
H -2.24 1.19 5.09
H -0.53 1.21 4.66
H -2.92 1.74 2.76
H -1.84 2.98 3.42
H -1.17 3.04 -0.40
H -2.67 2.43 0.34
H -1.18 4.97 1.29
H -2.65 4.88 0.29
H -2.72 4.32 1.96
H 1.12 1.57 2.96
H 1.48 2.58 1.55
H 0.15 3.52 4.19
H 1.79 3.85 3.62
H 0.41 4.58 2.76
*
```

Below is a gas-phase ion, C22H31N2O2 (charge +1), with properties calculated with the ωB97M-V functional and the def2-TZVPD basis.

Results
* SMILES string: OCCCN1CC[NH+](CCCOc2ccccc2-c2ccccc2)CC1
* relative energy (zero: lowest compared OMol25 entry of this formula, charge and spin): 113.0 kJ/mol

The geometry in ORCA input format:
```
! RIJCOSX wB97M-V def2-TZVPD def2/J DEFGRID3
* xyz 1 1
O -3.33 -2.00 -0.06
H -3.14 -2.60 -0.79
C -4.64 -1.47 -0.27
C -4.74 -0.57 -1.51
C -4.20 0.84 -1.23
N -2.94 0.76 -0.54
C -2.67 1.60 0.60
C -1.82 0.75 1.58
N -1.24 -0.38 0.82
C -0.62 0.15 -0.41
C -1.75 0.60 -1.35
H -1.46 1.53 -1.86
H -1.95 -0.16 -2.11
H 0.01 -0.61 -0.87
H 0.03 0.98 -0.13
C -0.35 -1.20 1.66
C 0.08 -2.51 0.97
H -0.46 -2.61 0.03
C 1.58 -2.56 0.69
H 2.14 -2.76 1.62
H 1.79 -3.37 -0.02
O 1.97 -1.30 0.18
C 3.30 -1.09 -0.15
C 4.22 -2.10 -0.36
C 5.51 -1.78 -0.78
C 5.87 -0.46 -1.00
C 4.95 0.55 -0.77
C 3.67 0.25 -0.33
C 2.72 1.34 -0.01
C 2.25 1.49 1.29
C 1.39 2.52 1.62
C 0.98 3.42 0.64
C 1.45 3.28 -0.66
C 2.32 2.25 -0.98
H 2.69 2.15 -1.99
H 1.14 3.98 -1.42
H 0.32 4.23 0.89
H 1.06 2.65 2.64
H 2.59 0.81 2.06
H 5.22 1.58 -0.91
H 6.87 -0.22 -1.33
H 6.22 -2.57 -0.94
H 3.96 -3.13 -0.21
H -0.18 -3.37 1.59
H 0.54 -0.60 1.89
H -0.88 -1.42 2.59
H -2.06 -0.96 0.50
H -2.44 0.35 2.38
H -1.01 1.34 2.01
H -2.12 2.51 0.32
H -3.60 1.90 1.07
H -4.13 1.40 -2.17
H -4.91 1.36 -0.59
H -5.78 -0.50 -1.81
H -4.19 -1.03 -2.33
H -5.35 -2.30 -0.36
H -4.88 -0.91 0.63
*
```

The highest relative energy (zero: lowest compared OMol25 entry of this formula, charge and spin) belongs to which entry? C3H6N2O

Look up the relative energy (zero: lowest compared OMol25 entry of this formula, charge and spin) of the first one. 0.0 kJ/mol

The highest relative energy (zero: lowest compared OMol25 entry of this formula, charge and spin) belongs to which entry? C3H6N2O